{"formula": "C5H13N2O", "method": "ωB97M-V/def2-TZVPD", "symbols": ["C", "C", "C", "N", "C", "O", "C", "N", "H", "H", "H", "H", "H", "H", "H", "H", "H", "H", "H", "H", "H"], "xyz": [[1.117534, 1.390532, 1.298693], [1.211908, 0.036925, 0.556918], [2.644559, -0.279179, 0.109863], [0.463183, 0.259723, -0.733813], [-0.810932, 0.033933, -1.089801], [-1.287578, 0.407178, -2.153752], [-1.621273, -0.744944, -0.109673], [-2.977257, -0.923713, -0.726916], [0.332427, 1.424311, 2.049243], [1.098237, 2.290722, 0.680304], [2.052829, 1.524526, 1.855231], [0.617886, -0.712712, 1.075530], [3.271559, -0.261305, 1.006765], [2.973315, 0.557277, -0.499519], [2.838278, -1.308284, -0.165500], [0.998650, 0.709124, -1.452373], [-1.133217, -1.675461, 0.162179], [-1.804045, -0.013523, 0.691112], [-3.488909, -1.737560, -0.390577], [-3.543381, -0.135219, -0.412170], [-2.953771, -0.842344, -1.751744]], "forces_ev_per_angstrom": [[1.4, -0.2, 0.9], [-1.1, 1.5, -1.8], [-0.1, -0.2, 2.5], [-0.5, -0.6, 0.1], [1.8, 0.4, -0.8], [-0.6, -0.3, 0.1], [-0.9, 0.9, 0.3], [-0.5, 0.2, 0.6], [-0.3, 0.0, -0.2], [-0.4, -0.4, -0.4], [-0.2, -0.1, 0.2], [0.7, -0.4, 0.3], [0.0, 0.5, 0.1], [0.3, -0.5, -0.5], [-0.4, 0.1, -1.2], [0.1, 0.3, -0.3], [-0.4, 0.0, 0.2], [0.4, -0.9, 0.5], [0.2, -0.3, -0.2], [-0.1, 0.1, -0.2], [0.4, -0.1, -0.2]], "nbo_charge": [-0.64, -0.03, -0.63, -0.58, 0.63, -0.62, -0.33, -0.67, 0.22, 0.23, 0.23, 0.20, 0.23, 0.23, 0.24, 0.42, 0.26, 0.25, 0.45, 0.44, 0.48], "e_tot_ev": -10416.97380, "homo_lumo_gap_ha": 0.365, "total_charge": 1, "e_lumo_ev": -3.6589, "homo_energy_ev": -13.6}